This record from the Open Molecules 2025 dataset describes C2H4Si in the gas phase at a distorted geometry. The level of theory is the ωB97M-V functional and the def2-TZVPD basis.

Summary:
Lowest unoccupied orbital energy (spin up / spin down), eV: -1.792 / -1.818
Maximum force, eV/Å: 2.0
Molar mass, g mol⁻¹: 56.1
Relative energy (zero: lowest compared OMol25 entry of this formula, charge and spin), kJ/mol: 406.0
HOMO (spin up / spin down), eV: -8.727 / -8.769
Multiplicity: 1
HOMO-LUMO gap (spin up / spin down), eV: 6.935 / 6.951

```
7
Properties=species:S:1:pos:R:3:forces:R:3
Si 0.571235 -0.332261 -0.105861 -0.742 0.427 0.940
H 1.525142 1.670331 0.899717 0.337 -0.261 0.058
H -1.968750 -0.819043 -0.152725 1.653 1.041 -0.551
H 0.732384 -1.601578 0.521987 -0.030 -1.179 0.219
C 1.858596 0.635597 0.676461 -0.330 0.869 -0.747
C -1.163079 -0.065269 -0.503993 -0.980 -1.367 -0.245
H -1.555527 0.512222 -1.335586 0.091 0.471 0.325
```
Positions in Å, forces in eV/Å.